The following is a DFT calculation (ωB97M-V/def2-TZVPD) of a molecular structure, C13H18NO5PtSSe at a distorted geometry.

The calculation puts the molecular weight at 574.4 g/mol. As for the total charge: -1. Its total energy is -104929.61992 eV. The value obtained for the HOMO energy is -2.72 eV.

Element x y z (Å)
Pt  0.440  2.333  0.733
O  2.563  1.435  4.133
C  2.074  1.593  2.867
O  0.931  2.185  2.755
C  2.809  1.172  1.757
C  4.103  0.591  1.665
C  4.626  0.329  0.428
C  3.893  0.606  -0.747
C  2.632  1.160  -0.605
N  2.131  1.425  0.589
C  1.677  1.564  -1.714
O  1.956  1.394  -2.890
O  0.568  2.081  -1.303
H  1.903  1.817  4.729
H  4.642  0.374  2.575
H  5.616  -0.095  0.343
H  4.284  0.398  -1.728
C  -0.569  -3.125  -1.910
C  -1.902  -2.832  -1.237
C  -1.701  -2.356  0.191
S  -0.972  -0.618  0.141
O  -0.060  -0.543  1.297
C  -2.486  0.247  0.717
C  -3.564  0.348  -0.344
C  -3.005  0.915  -1.643
H  -0.717  -3.389  -2.954
H  -0.066  -3.955  -1.418
H  0.073  -2.249  -1.862
H  -2.524  -3.732  -1.251
H  -2.429  -2.060  -1.800
H  -0.985  -2.987  0.715
H  -2.634  -2.340  0.751
H  -2.119  1.243  0.973
H  -2.826  -0.242  1.628
H  -4.349  1.015  0.023
H  -4.019  -0.631  -0.523
H  -2.512  1.867  -1.451
H  -3.805  1.070  -2.366
H  -2.270  0.244  -2.080
Se  -1.408  3.748  0.813

Forces on the atoms, in the same order (eV/Å):
Pt 0.4 0.7 -1.0
O 0.0 -0.1 -1.0
C -2.2 1.3 1.9
O 1.8 -1.0 0.1
C 1.1 -0.7 -1.5
C -0.8 0.4 0.5
C 0.2 -0.1 -0.3
C -0.8 0.3 0.5
C 0.9 -0.4 -1.2
N 0.2 -0.3 1.9
C -0.1 -0.1 -0.5
O 0.3 -0.2 0.1
O -0.5 0.4 0.4
H -0.1 0.0 -0.1
H 0.1 0.0 0.0
H 0.0 0.0 0.0
H 0.0 0.0 -0.2
C -0.2 0.0 0.0
C 0.1 -0.1 0.0
C 0.0 0.6 -0.4
S -1.4 -0.8 0.4
O 0.9 -0.4 0.9
C 0.2 -0.1 -0.3
C 0.1 0.0 -0.2
C -0.2 0.0 0.0
H 0.1 0.0 -0.2
H 0.1 -0.1 0.1
H 0.2 0.0 -0.1
H -0.1 0.0 0.0
H -0.1 0.0 -0.1
H 0.2 0.2 0.1
H 0.0 0.1 0.1
H 0.0 0.0 0.0
H 0.1 -0.2 0.1
H 0.0 -0.1 0.1
H -0.1 0.0 0.0
H 0.1 0.1 0.0
H 0.0 0.0 -0.1
H 0.1 0.0 -0.2
Se -0.3 0.2 0.2